A | DFT (wB97M-V/def2-TZVPD) results for the molecule C3H7N3S.

Last column: Mulliken charge in e.
Geometry (Å):
C (-2.39, 0.81, 1.38)  0.21
C (-1.72, 1.72, 0.33)  -0.66
C (1.92, -1.46, -0.47)  -0.82
N (-2.11, -0.37, 1.74)  -0.47
N (0.23, 0.29, -0.55)  -0.42
N (0.66, -0.89, -0.88)  0.11
S (-1.22, 0.79, -1.13)  -0.06
H (-3.31, 1.39, 1.82)  0.25
H (-2.25, 2.56, 0.10)  0.44
H (-0.83, 2.26, 0.72)  0.29
H (2.20, -1.06, 0.49)  0.31
H (1.73, -2.55, -0.21)  0.27
H (2.70, -1.53, -1.13)  0.31
H (0.19, -1.49, -1.68)  0.25

Computed properties:
HOMO level (spin up / spin down) in eV: -8.75 / -6.64
Orbital gap (spin up / spin down) in hartree: 0.3511 / 0.2301
E_LUMO (spin up / spin down) in eV: 0.80 / -0.38

B | DFT (wB97M-V/def2-TZVPD) results for the molecule C3H7N3S.

Last column: Mulliken charge in e.
Geometry (Å):
C (-1.84, -0.44, -0.53)  -0.94
N (-0.66, 0.10, -0.07)  0.25
N (0.04, -0.75, 0.78)  -0.68
C (0.09, 1.21, -0.31)  0.18
N (1.39, 1.41, -0.05)  -0.45
C (2.40, 0.65, 0.43)  0.02
S (2.92, -0.66, -0.51)  -0.34
H (-1.76, -1.61, -0.96)  0.24
H (-2.50, -0.09, 0.48)  0.38
H (-2.15, 0.14, -1.49)  0.27
H (0.32, -1.63, 0.21)  0.26
H (-0.75, -1.02, 1.66)  0.29
H (-0.41, 1.93, -1.08)  0.23
H (2.91, 0.76, 1.44)  0.29

Computed properties:
HOMO level in eV: -7.97
Orbital gap in hartree: 0.3060
SMILES: CN(N)/C=N\C=S
E_LUMO in eV: 0.36

Which structure wins on stability? B wins.

A | DFT (wB97M-V/def2-TZVPD) results for the molecule C5H12O3.

Last column: Mulliken charge in e.
Geometry (Å):
C (1.74, 0.59, -0.40)  -1.42
C (0.63, 0.17, 0.55)  0.40
C (0.38, 1.27, 1.58)  -1.60
C (-0.67, -0.16, -0.22)  0.93
O (-1.10, 0.91, -1.02)  -0.62
O (-1.65, -0.47, 0.73)  -0.63
C (-0.48, -1.37, -1.19)  -0.80
O (-1.53, -2.29, -1.10)  -0.59
H (1.96, -0.18, -1.13)  0.40
H (2.65, 0.80, 0.16)  0.41
H (1.46, 1.49, -0.94)  0.30
H (0.92, -0.74, 1.08)  0.32
H (-0.45, 1.00, 2.23)  0.37
H (0.16, 2.22, 1.10)  0.37
H (1.27, 1.41, 2.20)  0.43
H (-1.31, 1.66, -0.44)  0.37
H (-2.44, -0.76, 0.25)  0.38
H (-0.49, -0.99, -2.21)  0.35
H (0.48, -1.86, -0.99)  0.30
H (-1.50, -2.70, -0.22)  0.32

Computed properties:
HOMO level in eV: -10.31
Orbital gap in hartree: 0.4069
SMILES: CC(C)C(O)(O)CO
E_LUMO in eV: 0.76

B | DFT (wB97M-V/def2-TZVPD) results for a 4-piece molecular cluster, C5H12O3 overall.

Last column: Mulliken charge in e.
Geometry (Å):
C (0.03, -1.34, 1.56)  -0.65
O (0.51, -1.55, 0.23)  -0.48
O (-1.70, -0.10, -0.85)  -0.56
H (-1.06, -0.84, -0.86)  0.31
H (0.85, -1.47, 2.28)  0.34
H (-0.43, -0.36, 1.68)  0.27
H (-0.72, -2.11, 1.73)  0.24
C (-2.70, 1.93, -0.47)  -0.46
C (1.63, 0.65, 0.30)  -0.95
C (1.53, -0.75, -0.24)  0.87
C (2.30, -1.24, -1.20)  -0.99
O (-1.83, 1.55, 0.39)  -0.30
H (-2.43, 0.85, -1.40)  0.38
H (-2.44, 2.81, -1.07)  0.31
H (-3.75, 1.83, -0.16)  0.30
H (1.87, 0.66, 1.36)  0.30
H (0.68, 1.17, 0.17)  0.18
H (2.41, 1.19, -0.23)  0.36
H (2.15, -2.25, -1.56)  0.29
H (3.09, -0.65, -1.64)  0.26

Computed properties:
HOMO level in eV: -8.71
Orbital gap in hartree: 0.2663
E_LUMO in eV: -1.47

C | DFT (wB97M-V/def2-TZVPD) results for a 3-piece molecular cluster, C5H12O3 overall.

Last column: Mulliken charge in e.
Geometry (Å):
C (-1.02, 0.90, 2.66)  -0.92
C (-0.24, 0.04, 1.69)  0.05
C (0.22, 0.55, 0.52)  -0.22
C (0.97, -0.03, -0.68)  -0.54
C (1.04, 0.69, -1.77)  -0.03
O (1.56, 0.29, -2.94)  -0.47
H (-2.04, 0.32, 2.87)  0.22
H (-0.45, 0.83, 3.64)  0.25
H (-1.11, 1.89, 2.27)  0.35
H (-0.22, -1.09, 1.85)  0.27
H (-0.07, 1.65, 0.46)  0.05
H (1.26, -1.03, -0.60)  0.32
H (0.50, 1.57, -1.99)  0.38
H (1.80, -0.60, -2.83)  0.28
O (0.91, -5.95, 2.44)  -0.63
H (1.59, -6.57, 2.09)  0.33
H (1.35, -5.12, 2.23)  0.31
O (-1.78, 3.66, -3.74)  -0.58
H (-2.60, 3.49, -4.00)  0.28
H (-1.69, 4.51, -4.17)  0.31

Computed properties:
HOMO level in eV: -8.03
Orbital gap in hartree: 0.3190
SMILES: C/C=C/C=C/O.O.O
E_LUMO in eV: 0.65

D | DFT (wB97M-V/def2-TZVPD) results for C5H12O3 as an isolated structure.

Last column: Mulliken charge in e.
Geometry (Å):
C (0.08, 0.42, 0.27)  1.27
C (0.33, -0.98, 0.02)  -0.18
C (-0.21, 1.33, -0.89)  -1.60
C (-0.55, 0.80, 1.59)  -1.57
C (-1.42, -1.34, -0.23)  -1.14
O (1.81, 0.62, 0.72)  -0.37
O (2.61, 1.01, -0.40)  -0.37
O (1.03, -1.28, -1.14)  -0.52
H (2.70, 0.18, -0.91)  0.32
H (1.17, -2.23, -1.19)  0.34
H (0.62, -1.57, 0.89)  0.53
H (-1.22, 1.73, -0.83)  0.36
H (0.52, 2.15, -0.85)  0.44
H (-0.06, 0.85, -1.86)  0.33
H (-1.63, 0.92, 1.49)  0.41
H (-0.13, 1.75, 1.90)  0.40
H (-0.34, 0.06, 2.36)  0.34
H (-1.59, -2.27, 0.30)  0.32
H (-1.50, -1.48, -1.30)  0.35
H (-2.22, -0.67, 0.07)  0.36

Computed properties:
HOMO level in eV: -8.71
Orbital gap in hartree: 0.3416
E_LUMO in eV: 0.58

Which structure wins on stability? A wins.